# 1
{
  "formula": "C2BrCl3S",
  "method": "wB97M-V/def2-TZVPD",
  "species": ["C", "C", "S", "Cl", "Cl", "Cl", "Br"],
  "coordinates": [[0.33735, 0.43892, -0.14449], [0.47082, -0.88800, -0.07981], [-1.23552, 1.39978, -0.87391], [1.63745, 1.39371, 0.25717], [1.94605, -1.73449, 0.22820], [-2.20407, 1.60145, 0.88249], [-0.95208, -2.21136, -0.26964]],
  "forces_ev_per_angstrom": [[-2.56, -0.12, -1.02], [-1.01, -1.37, -0.12], [4.45, -2.01, -2.86], [0.78, 1.22, 0.09], [-0.08, 0.59, 0.06], [-2.05, 0.36, 3.96], [0.48, 1.33, -0.12]],
  "mulliken_spin": [-0.07, 0.10, 1.38, 0.01, 0.01, 0.56, 0.01],
  "largest_force_ev_per_a": 5.7,
  "e_tot_ev": -120514.4450,
  "total_charge": 0,
  "multiplicity": 3,
  "s2": 2.011,
  "e_lumo_ev": [-0.29, -3.16]
}

***

# 2
{
  "formula": "C33H69FN11O4P2S2",
  "method": "wB97M-V/def2-TZVPD",
  "species": ["C", "C", "C", "C", "N", "N", "C", "N", "S", "C", "C", "C", "O", "C", "C", "C", "C", "C", "C", "C", "C", "N", "C", "C", "C", "O", "N", "S", "C", "C", "F", "H", "H", "H", "H", "H", "H", "H", "H", "H", "H", "H", "H", "H", "H", "H", "H", "H", "H", "H", "H", "H", "H", "H", "H", "H", "H", "H", "H", "H", "H", "H", "H", "H", "O", "P", "N", "C", "C", "N", "C", "C", "N", "C", "C", "H", "H", "H", "H", "H", "H", "H", "H", "H", "H", "H", "H", "H", "H", "H", "H", "H", "H", "O", "P", "N", "C", "C", "N", "C", "C", "N", "C", "C", "H", "H", "H", "H", "H", "H", "H", "H", "H", "H", "H", "H", "H", "H", "H", "H", "H", "H"],
  "coordinates": [[-2.36200, 1.60319, 3.17157], [-2.20214, 3.16294, 2.81729], [-1.57606, 3.42031, 1.33600], [-0.90424, 4.87281, 1.34511], [0.48864, 4.96863, 0.82609], [1.28636, 3.89300, 1.12659], [1.67099, 2.98666, 0.21179], [1.29203, 3.06749, -1.19840], [-0.07432, 2.06454, -1.60259], [2.45523, 2.92270, -2.12986], [3.20829, 4.35484, -2.15935], [3.96392, 4.62828, -3.54876], [3.52147, 4.29082, -4.67645], [5.36561, 5.42406, -3.43293], [5.62945, 6.79352, -4.09994], [7.03538, 7.44898, -3.84569], [8.14812, 6.76399, -2.98210], [7.86184, 5.38418, -2.33327], [6.47094, 4.75580, -2.57934], [3.42321, 1.68323, -1.82472], [3.76934, 1.76015, -0.23499], [4.70743, 0.67735, 0.16440], [6.04459, 0.86391, -0.53323], [5.07665, 0.78022, 1.61996], [5.29049, 2.15148, 2.41008], [5.20780, -0.31856, 2.23294], [2.56207, 1.89421, 0.62722], [1.72887, 0.39618, 0.90405], [1.74726, 3.78928, 2.56702], [1.79992, 5.24418, 3.29319], [0.91587, 2.84760, 3.25285], [-1.73371, 0.89874, 2.53253], [-2.08898, 1.48588, 4.28889], [-3.49339, 1.36779, 3.12669], [-1.54548, 3.64788, 3.63568], [-3.20000, 3.73390, 2.82787], [-2.49495, 3.46564, 0.63486], [-0.91971, 2.56467, 0.97261], [-0.96717, 5.34078, 2.39185], [-1.55750, 5.55204, 0.67328], [0.55685, 5.27667, -0.15024], [-0.21431, 2.11586, -2.98248], [2.01074, 2.78694, -3.18619], [3.98280, 4.46742, -1.32906], [2.41890, 5.19231, -2.03493], [4.84685, 7.32630, -4.72886], [7.29655, 8.46594, -4.28341], [9.17022, 7.24213, -2.79557], [8.60574, 4.83904, -1.67030], [6.25067, 3.74171, -2.11036], [3.01705, 0.66273, -2.13774], [4.37381, 1.84903, -2.46384], [4.35843, 2.75697, -0.12147], [6.03079, 0.51017, -1.61635], [6.83029, 0.26675, 0.03965], [6.37227, 1.97487, -0.45400], [5.29425, 3.08955, 1.76053], [6.29417, 2.04767, 2.97082], [4.46856, 2.18985, 3.22153], [1.03773, 0.42861, 2.11139], [2.83243, 3.40179, 2.63635], [0.77114, 5.51175, 3.70711], [2.21449, 6.00701, 2.54689], [2.52177, 5.15012, 4.18519], [-2.88070, -1.70332, 2.55995], [-3.00382, -2.89634, 3.52736], [-1.50667, -3.58632, 3.13812], [-1.15456, -4.36735, 1.97135], [-0.34438, -2.90645, 3.70068], [-4.40689, -3.53483, 2.76996], [-4.46581, -4.66278, 1.86084], [-5.36234, -2.52301, 2.29601], [-3.15875, -4.21892, 4.69414], [-2.60818, -5.55864, 4.67141], [-4.18662, -4.03278, 5.71377], [-0.31527, -5.03096, 2.20567], [-0.87892, -3.73210, 1.12296], [-1.95109, -5.03349, 1.65221], [-0.21261, -3.20311, 4.74811], [-0.46516, -1.81698, 3.67371], [0.58598, -3.13872, 3.17636], [-3.88056, -4.49454, 0.95234], [-5.49684, -4.86198, 1.54484], [-4.15400, -5.59024, 2.34004], [-5.08654, -2.13909, 1.31054], [-5.41572, -1.67947, 2.98869], [-6.37737, -2.93564, 2.23632], [-2.65302, -6.03082, 3.69111], [-3.14371, -6.22861, 5.35122], [-1.56294, -5.55462, 4.99854], [-5.14214, -4.46033, 5.39096], [-4.34227, -2.96912, 5.91215], [-3.90052, -4.48957, 6.66585], [-2.64675, -5.28688, -1.79834], [-2.92053, -3.92166, -2.45624], [-4.44681, -4.32752, -3.06497], [-4.76563, -5.12629, -4.22892], [-5.51988, -4.36659, -2.07524], [-1.57258, -4.01521, -3.51834], [-1.59935, -4.35216, -4.92787], [-0.37057, -4.62577, -2.93111], [-3.22102, -2.31663, -3.14564], [-4.02038, -1.91981, -4.28646], [-2.34902, -1.25767, -2.65269], [-5.74832, -4.84086, -4.61963], [-4.77178, -6.19651, -3.99986], [-4.08146, -4.95955, -5.05633], [-5.86949, -3.34784, -1.86766], [-5.17768, -4.80243, -1.13012], [-6.38520, -4.94842, -2.40115], [-1.98827, -5.35823, -5.10650], [-0.59281, -4.31671, -5.36174], [-2.16282, -3.62429, -5.51108], [-0.40487, -5.71628, -2.98616], [-0.25844, -4.34008, -1.88220], [0.53752, -4.28066, -3.44201], [-3.91986, -2.58679, -5.14143], [-3.74392, -0.92458, -4.64923], [-5.08116, -1.86927, -4.01853], [-1.45936, -1.15238, -3.28505], [-2.01596, -1.47960, -1.63512], [-2.86646, -0.29365, -2.60905]],
  "forces_ev_per_angstrom": [[-1.11, 0.87, 1.03], [0.64, -0.09, -0.28], [-1.41, 0.52, 0.81], [-1.65, 0.41, -0.20], [-0.69, 0.45, -0.15], [0.91, -1.78, -1.07], [0.15, -1.01, -0.51], [1.08, 0.71, 1.15], [-1.12, -1.10, -0.05], [0.79, 0.28, -1.39], [0.10, -0.23, -0.34], [0.33, 0.17, -2.48], [1.16, 1.02, 4.27], [2.41, 1.14, 0.64], [3.19, -1.68, 2.38], [-0.33, -2.96, 1.48], [-3.39, -1.96, -0.31], [-3.17, 1.92, -2.36], [0.73, 2.69, -1.00], [0.33, 0.56, 0.47], [1.80, 1.10, -1.97], [0.43, 1.46, 1.14], [0.58, 0.28, 0.08], [-0.24, -3.70, 2.23], [0.12, -0.66, 0.23], [-0.29, 4.67, -2.34], [-0.35, 1.68, 0.46], [-0.95, -0.99, -0.34], [1.30, 0.64, 1.78], [-0.15, -1.10, -0.01], [1.15, 1.60, -1.27], [-1.04, 0.97, 0.83], [-0.28, -0.06, -1.86], [2.03, -0.14, -0.24], [-0.87, -0.67, -1.48], [1.40, -1.04, 0.17], [1.70, -0.23, 0.87], [-0.70, 1.21, 0.70], [0.25, -0.84, -1.50], [1.36, -0.93, 1.03], [0.08, -0.81, 0.47], [0.71, 0.81, 0.95], [0.65, 0.27, 1.71], [-1.09, -0.12, -1.04], [1.28, -1.32, -0.29], [1.22, -0.89, 0.98], [-0.60, -1.59, 0.57], [-1.82, -0.60, -0.47], [-1.04, 0.91, -1.11], [0.30, 1.49, -0.69], [0.20, 1.48, 0.62], [-1.45, -0.22, 1.22], [-1.15, -1.15, -0.04], [-0.11, 0.54, 1.55], [-1.21, 0.63, -0.88], [-0.44, -1.56, -0.39], [-0.05, -1.30, 0.90], [-1.62, 0.21, -0.98], [1.31, -0.01, -1.37], [1.04, 0.94, -0.52], [-2.06, 0.22, -0.71], [1.47, -0.16, -0.79], [-0.78, -1.08, 1.17], [-1.13, 0.05, -1.46], [-0.12, 1.71, 3.19], [0.39, -4.81, -4.97], [1.78, -0.84, -0.06], [-0.34, 0.06, -0.34], [-0.34, 0.20, 0.54], [-2.02, 1.08, -0.22], [0.09, -0.68, 0.46], [0.13, 0.24, 0.10], [-1.04, 2.27, 1.75], [1.36, 0.09, 0.08], [-0.26, 0.05, 0.00], [0.05, 0.20, 0.07], [0.07, -0.07, -0.21], [-0.14, 0.15, -0.02], [0.12, 0.10, 0.06], [0.05, 0.03, -0.04], [-0.26, -0.17, -0.10], [0.07, -0.05, -0.11], [0.06, 0.29, 0.18], [0.28, 0.00, -0.08], [-0.02, 0.15, -0.14], [0.11, -0.06, -0.16], [0.26, -0.22, 0.04], [0.06, 0.20, -0.12], [-0.21, 0.45, 0.07], [-0.01, -0.20, -0.08], [-0.02, -0.06, 0.05], [-0.05, -0.10, -0.03], [0.03, 0.05, -0.07], [0.02, 2.38, 2.87], [-0.65, -2.86, -6.21], [-1.76, -0.02, -0.64], [0.38, -0.34, -0.12], [0.24, 0.47, 0.50], [2.23, -0.08, 0.50], [-0.28, 0.66, -0.38], [-0.09, -0.10, 0.29], [1.12, 1.06, 2.69], [-1.25, -0.31, 0.29], [0.22, -0.03, 0.02], [-0.02, -0.02, 0.22], [-0.07, -0.13, -0.14], [0.18, 0.01, 0.11], [-0.09, 0.01, 0.11], [-0.07, -0.06, -0.05], [0.26, 0.03, -0.22], [-0.03, -0.09, -0.06], [-0.03, 0.01, 0.35], [-0.27, -0.12, 0.01], [0.08, -0.14, 0.09], [-0.11, -0.15, -0.11], [-0.29, 0.07, -0.16], [-0.01, -0.19, 0.12], [0.28, -0.06, 0.38], [-0.02, 0.01, -0.21], [0.06, 0.07, -0.06], [0.04, 0.04, -0.09], [-0.05, -0.06, 0.03]],
  "lowdin_charge": [-0.12, -0.25, -0.19, -0.16, 0.01, 0.02, -0.26, -0.40, 0.81, -0.32, -0.06, -0.29, 0.06, -0.11, 0.00, -0.04, -0.05, -0.06, -0.04, -0.05, -0.37, -0.10, -0.05, -0.40, -0.01, 0.05, -0.37, 0.86, -0.22, -0.01, -0.01, 0.06, 0.08, 0.08, 0.09, 0.12, 0.12, 0.05, 0.11, 0.14, 0.14, -0.08, 0.14, 0.10, 0.14, 0.10, 0.09, 0.10, 0.09, 0.07, 0.14, 0.13, 0.13, 0.11, 0.12, 0.09, 0.08, 0.11, 0.09, -0.09, 0.13, 0.09, 0.10, 0.10, -0.31, 0.75, -0.36, -0.12, -0.13, -0.31, -0.12, -0.15, -0.31, -0.11, -0.14, 0.09, 0.08, 0.05, 0.08, 0.05, 0.08, 0.06, 0.08, 0.07, 0.07, 0.07, 0.08, 0.06, 0.09, 0.08, 0.08, 0.07, 0.08, -0.29, 0.74, -0.36, -0.12, -0.12, -0.32, -0.13, -0.15, -0.31, -0.11, -0.16, 0.09, 0.09, 0.05, 0.08, 0.05, 0.09, 0.08, 0.08, 0.06, 0.08, 0.06, 0.08, 0.06, 0.09, 0.08, 0.07, 0.07, 0.07],
  "largest_force_ev_per_a": 6.9,
  "e_tot_ev": -102863.5995,
  "total_charge": 1,
  "multiplicity": 1,
  "e_lumo_ev": -4.43
}